A cluster of 2 separate species, C4H12 in total in a non-equilibrium geometry. Source: the Open Molecules 2025 dataset; level of theory: ωB97M-V/def2-TZVPD.

Highest occupied orbital energy, eV: -11.373
SMILES string: CC.CC
Total energy, Eh: -159.5665
Charge: 0
Frontier orbital gap, eV: 12.50
Energy above the lowest of the compared OMol25 structures with the same formula, charge and spin, kcal per mole: 11.6

Last column: Löwdin charge in e.
Atoms and positions in Å:
C 0.745 0.228 1.517  -0.159
C 0.148 -0.178 2.887  -0.163
H 0.559 1.306 1.452  0.063
H 1.834 0.051 1.475  0.068
H 0.312 -0.260 0.645  0.032
H -0.253 -1.184 2.922  0.052
H 0.909 -0.216 3.676  0.064
H -0.657 0.499 3.098  0.049
C -1.033 -0.485 -2.090  -0.183
C 0.155 0.422 -2.381  -0.171
H -1.795 0.138 -1.597  0.066
H -1.395 -1.069 -2.948  0.061
H -0.868 -1.302 -1.362  0.056
H 0.545 0.346 -3.386  0.056
H 0.862 0.216 -1.576  0.048
H -0.068 1.487 -2.333  0.061